The following is a DFT calculation (the ωB97M-V functional and the def2-TZVPD basis) of a single C4H10O molecule in a non-equilibrium geometry.

HOMO energy	-8.98	eV
relative energy (zero: lowest compared OMol25 entry of this formula, charge and spin)	2.739	eV

Structure (XYZ):
```
15
C4H10O (the ωB97M-V functional and the def2-TZVPD basis)
C -2.262 0.326 0.350
H -1.234 -1.572 0.383
H -2.049 1.347 0.027
H -2.436 0.346 1.436
C 2.537 -0.077 -0.647
O 1.229 0.450 -0.624
C -1.066 -0.527 -0.010
H 0.036 1.272 0.785
H -0.855 -0.634 -1.063
H 3.253 0.749 -0.760
H 2.768 -0.630 0.268
H 2.647 -0.741 -1.517
H 0.259 -0.587 1.050
C 0.359 0.286 0.451
H -3.186 -0.009 -0.128
```